Record 1
23
Properties=species:S:1:pos:R:3:forces:R:3 method="wB97M-V/def2-TZVPD" multiplicity=8 homo_lumo_gap_ev="7.3 / 6.7" largest_force_ev_per_a=2.31 total_charge=+2
O -1.897337 -2.224910 -0.068632 0.41 -0.01 0.02
C -2.150420 -0.857499 -0.302680 -0.53 -0.29 0.07
C -1.084451 -0.162815 -1.183851 0.23 0.10 0.39
C 0.224814 -0.936516 -1.320693 1.70 1.21 -0.54
C 1.487039 -0.138749 -0.765664 -0.61 -1.03 -1.25
Ga 1.363118 0.161199 1.294935 1.59 -1.66 0.24
B 0.360074 1.999746 1.878289 -0.54 1.92 0.13
O -0.439586 1.998811 2.917521 0.01 -1.36 0.38
O 0.655058 3.083152 1.141142 0.04 -0.72 -0.76
H -1.489521 -2.332451 0.800456 -0.19 -0.07 -0.11
H -3.096742 -0.798507 -0.830382 -0.13 -0.05 -0.09
H -2.326938 -0.349642 0.643371 0.28 0.27 0.06
H -0.845065 0.811623 -0.751521 -0.09 0.14 0.03
H -1.500142 0.052453 -2.160941 -0.10 -0.09 -0.18
H 0.258393 -1.906061 -0.834967 -0.39 -0.18 -0.10
H 0.375942 -1.118907 -2.434681 -0.33 -0.39 0.29
H 2.365864 -0.848541 -0.907446 -0.13 0.56 0.97
H 1.691331 0.807706 -1.346204 -0.13 -0.09 0.61
H 0.707908 -1.087488 2.026742 -0.52 0.32 -0.36
H 2.858619 0.340240 1.809231 -0.30 0.52 -0.16
H -0.550779 1.089907 3.248743 -0.27 0.40 0.59
H 0.444926 2.887389 0.213311 0.28 0.65 0.03
Gd 2.587892 -0.470140 -3.066080 -0.26 -0.14 -0.25

=====

Record 2
79
Properties=species:S:1:pos:R:3:forces:R:3 method="wB97M-V/def2-TZVPD" multiplicity=3 homo_lumo_gap_ev="6.7 / 7.8" largest_force_ev_per_a=0.35 total_charge=+1 de_lowest_ev=0.537
W -0.186207 -0.095561 0.292173 -0.07 -0.13 -0.15
N 3.400642 -2.025786 -0.111916 0.00 0.00 0.01
C 3.973200 -0.801161 0.430523 0.00 0.00 0.00
C 3.072146 0.424445 0.348949 0.00 -0.03 0.00
N 1.821711 0.508445 1.191682 -0.04 0.06 0.02
C 1.915383 -0.201529 2.492582 0.02 -0.02 -0.01
C 1.530705 -1.668129 2.347554 0.02 0.02 0.02
N 0.230696 -1.824944 1.619615 0.03 0.04 0.00
C 1.530512 1.957172 1.408187 0.00 0.03 -0.02
C 1.207251 2.647172 0.087867 0.01 0.02 0.00
N 0.268752 1.817110 -0.732225 -0.03 -0.02 -0.07
H 4.121463 -2.731739 -0.200862 0.00 0.00 -0.01
H 3.013040 -1.861379 -1.032882 -0.01 0.00 0.00
H 4.879140 -0.482170 -0.099986 0.00 0.00 0.00
H 4.287020 -0.985151 1.461533 -0.01 0.01 0.01
H 2.782192 0.565051 -0.692027 -0.01 0.00 0.00
H 3.695511 1.273144 0.647937 0.01 0.00 0.00
H 1.248178 0.307976 3.185335 -0.03 0.00 0.00
H 2.922069 -0.123827 2.909786 0.00 0.02 0.00
H 1.466652 -2.124476 3.335624 -0.01 0.00 0.00
H 2.279349 -2.188011 1.757451 -0.01 -0.02 0.00
H -0.527497 -1.962673 2.280582 -0.04 0.00 0.01
H 0.270493 -2.665423 1.046486 0.02 0.01 -0.01
H 2.380758 2.447665 1.891589 0.00 0.00 0.00
H 0.672544 2.028050 2.077742 0.00 0.01 0.00
H 2.108168 2.834513 -0.492786 0.00 -0.02 0.00
H 0.744721 3.608465 0.303161 0.00 0.01 0.00
H 0.689634 1.637132 -1.643072 -0.01 0.01 -0.01
H -0.597352 2.329144 -0.886875 0.00 0.02 0.00
C -6.370459 4.429251 3.543994 0.00 0.00 0.00
C -5.949954 3.096930 4.163258 0.00 0.00 0.00
C -5.582373 3.336498 5.634502 0.00 0.00 0.00
C -7.136208 2.126126 4.082361 0.00 0.00 0.00
C -4.751097 2.486944 3.443245 -0.02 0.02 0.00
C -4.132351 3.088342 2.366542 -0.02 0.01 0.00
C -3.040186 2.483765 1.765335 0.01 -0.06 0.02
Br -2.323546 3.464791 0.305767 0.06 0.00 -0.03
C -2.502386 1.265184 2.184513 0.07 0.11 -0.04
O -1.400933 0.757422 1.566782 -0.09 -0.12 0.32
C -3.145684 0.628589 3.280511 0.03 0.03 0.00
C -4.230770 1.266286 3.863648 -0.01 -0.03 -0.02
C -2.703359 -0.726310 3.842240 -0.04 -0.02 -0.04
C -1.257175 -0.621461 4.338781 0.03 -0.02 -0.02
C -2.886500 -1.801710 2.761271 -0.01 -0.03 0.05
C -3.540947 -1.181639 5.041574 0.01 0.00 0.03
H -7.224410 4.828712 4.091812 0.00 0.00 0.00
H -6.672970 4.313566 2.501416 0.00 0.00 0.00
H -5.570658 5.170640 3.595019 0.00 0.00 0.00
H -6.431902 3.769496 6.165206 0.00 0.00 0.00
H -4.740521 4.026161 5.718317 0.00 0.00 0.00
H -5.312409 2.408469 6.140357 0.00 0.00 0.00
H -8.002175 2.554225 4.589931 0.00 0.00 0.00
H -6.911997 1.170465 4.558236 0.00 0.00 0.00
H -7.410629 1.932067 3.044084 0.00 0.00 0.00
H -4.480394 4.031747 1.973820 0.00 0.00 0.00
H -4.711554 0.783264 4.699657 0.00 0.01 -0.01
H -0.610526 -0.197490 3.577537 0.02 -0.01 -0.02
H -0.878152 -1.602785 4.641405 0.00 0.00 -0.01
H -1.206777 0.032601 5.210780 -0.01 0.00 0.00
H -2.431782 -1.536100 1.811712 0.03 0.02 -0.09
H -3.948840 -1.947908 2.562278 0.00 0.00 -0.01
H -2.487108 -2.762796 3.101722 0.01 0.01 0.00
H -3.468330 -0.488414 5.880654 0.00 0.00 0.00
H -3.164839 -2.148457 5.381156 0.00 0.00 0.00
H -4.591982 -1.312658 4.782328 0.01 -0.01 0.00
O 1.789548 -0.037485 -2.881531 0.00 0.01 0.00
C 0.851263 -0.631318 -2.389305 0.00 -0.01 0.01
O 0.880143 -0.990014 -1.104644 0.03 -0.01 0.03
C -0.364123 -1.017246 -3.147390 0.00 0.00 0.01
C -0.209833 -1.156106 -4.528945 0.00 -0.01 -0.01
C -1.261169 -1.562395 -5.324483 0.00 0.00 0.00
C -2.493640 -1.823722 -4.737615 0.00 0.00 0.00
C -2.667511 -1.668589 -3.375015 -0.01 0.00 0.00
C -1.612081 -1.260684 -2.558220 0.00 0.00 -0.01
S -2.031956 -1.064378 -0.846639 0.04 0.09 0.04
H 0.761500 -0.944748 -4.955149 0.00 0.00 0.00
H -1.126037 -1.676001 -6.391032 0.00 0.00 0.00
H -3.328875 -2.143175 -5.346829 0.00 0.00 0.00
H -3.634836 -1.854127 -2.926600 0.00 0.00 0.00